The following is a quantum chemistry calculation of a cluster of 12 separate species, C71H155F9N8O15S3 in total in a non-equilibrium geometry, from the Open Molecules 2025 dataset.

Each atom is followed by the atoms it is bonded to, with distances in Å.
Cartesian coordinates (Å):
1 H 11.062 -33.322 7.216  C225 1.090
2 H 8.512 -35.236 -12.137  C159 1.090
3 C 2.896 -46.934 -3.912  H73 1.090, N146 1.562, C213 1.551, H254 1.090
4 H 6.334 -41.781 5.176  C165 1.090
5 H 2.782 -39.335 4.162  C8 1.090
6 C 2.506 -32.081 1.898  F18 1.334, F69 1.344, S71 1.996, F231 1.358
7 H 11.379 -31.540 3.478  C253 1.090
8 C 3.251 -40.315 4.067  H5 1.090, H90 1.090, C204 1.497, N247 1.550
9 H -5.603 -38.805 -16.085  C112 1.090
10 H -0.670 -53.138 -10.568  C13 1.090
11 H 6.122 -50.425 -4.895  C70 1.090
12 H 10.644 -33.830 -8.140  C189 1.090
13 C -0.697 -52.706 -11.568  H10 1.090, H40 1.090, N111 1.530, H120 1.090
14 H 5.145 -47.746 -1.332  C57 1.090
15 H 8.955 -36.708 -11.257  C159 1.090
16 H 10.369 -43.474 -12.469  C226 1.090
17 C -3.896 -38.706 -17.824  H28 1.090, H153 1.090, C245 1.506, N259 1.608
18 F 1.953 -30.954 2.351  C6 1.334
19 H 1.596 -48.617 -4.089  C213 1.090
20 C 5.835 -48.494 -3.159  O37 1.391, H46 1.090, C57 1.616, H147 1.090
21 H 9.954 -36.020 -12.439  C159 1.090
22 C 4.322 -39.592 1.874  H67 1.090, C84 1.482, C204 1.553, H229 1.090
23 H 4.264 -38.876 8.725  C249 1.090
24 H 3.633 -40.036 6.691  C183 1.090
25 H -2.369 -37.097 -18.087  C245 1.090
26 H -4.583 -39.196 -12.351  C106 1.090
27 H -5.486 -54.457 -12.005  C114 1.090
28 H -4.203 -39.594 -18.375  C17 1.090
29 O 6.360 -41.654 -16.286  S125 1.467
30 H 11.577 -47.757 -10.607  C193 1.090
31 O -2.332 -39.465 -2.124  S51 1.411
32 H 3.052 -41.169 -9.874  C101 1.090
33 C 11.910 -33.948 2.932  H93 1.090, H115 1.090, C137 1.625, N211 1.526
34 H -1.938 -51.806 -13.791  C54 1.090
35 H 4.044 -35.783 -6.906  C103 1.090
36 H 0.951 -50.055 -10.952  C82 1.090
37 O 5.526 -48.536 -4.515  C20 1.391, C70 1.387
38 H 13.308 -34.281 -11.818  C170 1.090
39 H 11.136 -35.935 1.034  C233 1.090
40 H 0.214 -52.460 -12.114  C13 1.090
41 C 0.633 -41.116 -8.213  H47 1.090, H151 1.090, H172 1.090, O182 1.445
42 H 5.047 -37.452 8.276  C249 1.090
43 H 10.536 -42.919 -2.302  C59 1.090
44 H 9.600 -46.327 -13.537  C66 1.090
45 H 13.346 -35.026 5.403  C184 1.090
46 H 6.904 -48.373 -2.987  C20 1.090
47 H 0.367 -40.124 -7.847  C41 1.090
48 H 10.447 -34.029 -11.447  C68 1.090
49 H 10.341 -31.004 7.036  C79 1.090
50 C 11.424 -35.630 -10.079  C68 1.606, N89 1.494, H212 1.090, H261 1.090
51 S -2.166 -38.851 -3.384  O31 1.411, O94 1.435, O129 1.473, C142 1.910
52 H 2.440 -39.644 -9.266  C101 1.090
53 H 11.031 -35.015 5.461  C222 1.090
54 C -1.849 -50.983 -13.081  H34 1.090, N111 1.620, C208 1.571, H244 1.090
55 H 1.063 -45.308 -2.647  C56 1.090
56 C 0.261 -45.875 -3.119  H55 1.090, H102 1.090, O179 1.374, H224 1.090
57 C 4.928 -47.426 -2.352  H14 1.090, C20 1.616, N146 1.497, H161 1.090
58 C 11.899 -31.213 5.627  C79 1.477, H110 1.090, H243 1.090, C253 1.584
59 C 10.835 -42.764 -3.338  H43 1.090, H88 1.090, C230 1.511, H248 1.090
60 H -4.702 -41.088 -14.068  C128 1.090
61 H 6.124 -40.644 2.258  C84 1.090
62 H 6.366 -38.918 2.118  C84 1.090
63 H 0.116 -48.788 -10.129  C82 1.090
64 H 12.985 -47.017 -11.358  C193 1.090
65 C 10.006 -48.219 -12.608  C66 1.509, C97 1.516, H113 1.090, H255 1.090
66 C 9.332 -46.870 -12.631  H44 1.090, C65 1.509, H176 1.090, C240 1.601
67 H 3.923 -38.578 1.857  C22 1.090
68 C 10.204 -34.837 -10.757  H48 1.090, C50 1.606, C159 1.522, H227 1.090
69 F 2.772 -31.937 0.589  C6 1.344
70 C 6.195 -49.431 -5.336  H11 1.090, O37 1.387, H83 1.090, H156 1.090
71 S 4.209 -32.539 2.832  C6 1.996, O121 1.504, O132 1.480, O260 1.489
72 H -3.677 -51.368 -10.811  C220 1.090
73 H 3.511 -47.069 -4.801  C3 1.090
74 H -2.986 -41.295 -16.977  C199 1.090
75 H 13.333 -36.529 -8.188  C139 1.090
76 C -2.927 -37.840 -19.957  H104 1.090, H140 1.090, H196 1.090, C245 1.570
77 H 11.250 -44.312 -9.823  C149 1.090
78 H 12.705 -36.120 3.585  C137 1.090
79 C 10.542 -31.540 6.109  H49 1.090, C58 1.477, H99 1.090, C225 1.577
80 C -3.128 -38.153 -15.529  C175 1.552, H207 1.090, H252 1.090, N259 1.553
81 O 8.624 -43.069 -4.350  C230 1.315
82 C -0.026 -49.579 -10.865  H36 1.090, H63 1.090, C118 1.568, C169 1.577
83 H 5.791 -49.327 -6.343  C70 1.090
84 C 5.672 -39.677 2.478  C22 1.482, H61 1.090, H62 1.090, C155 1.525
85 N 4.046 -39.306 -7.054  H95 1.010, C181 1.568, H190 1.010, C239 1.555
86 H 15.630 -35.055 -11.286  C203 1.090
87 H 11.819 -47.639 -13.631  C97 1.090
88 H 11.261 -43.709 -3.674  C59 1.090
89 N 12.266 -34.800 -9.167  C50 1.494, C116 1.550, C139 1.567, C189 1.597
90 H 2.577 -41.052 4.501  C8 1.090
91 H -1.750 -39.928 -16.614  C199 1.090
92 H 12.982 -35.860 1.075  C233 1.090
93 H 12.658 -33.418 2.343  C33 1.090
94 O -3.180 -39.286 -4.302  S51 1.435
95 H 3.410 -39.700 -6.375  N85 1.010
96 H 9.469 -33.426 6.582  C225 1.090
97 C 11.513 -48.074 -12.679  C65 1.516, H87 1.090, H133 1.090, C193 1.516
98 F -3.748 -36.580 -3.360  C142 1.382
99 H 9.798 -31.094 5.448  C79 1.090
100 H 4.615 -41.231 -7.684  C181 1.090
101 C 2.902 -40.585 -8.965  H32 1.090, H52 1.090, C181 1.536, O182 1.429
102 H -0.687 -45.725 -2.602  C56 1.090
103 C 3.955 -36.757 -6.423  H35 1.090, H119 1.090, C239 1.581, O257 1.432
104 H -3.633 -37.041 -20.185  C76 1.090
105 H 2.361 -40.696 2.178  C204 1.090
106 C -4.562 -38.966 -13.416  H26 1.090, C128 1.588, C175 1.547, H177 1.090
107 H -5.348 -40.627 -16.379  C112 1.090
108 H 6.045 -40.213 7.434  C232 1.090
109 H 6.133 -36.414 -4.013  C141 1.090
110 H 11.884 -30.127 5.719  C58 1.090
111 N -1.691 -51.543 -11.569  C13 1.530, C54 1.620, C169 1.571, C220 1.530
112 C -5.052 -39.718 -15.855  H9 1.090, H107 1.090, C128 1.623, N259 1.502
113 H 9.641 -48.627 -11.666  C65 1.090
114 C -5.025 -53.678 -11.398  H27 1.090, H168 1.090, C191 1.539, H221 1.090
115 H 10.908 -33.664 2.609  C33 1.090
116 C 12.812 -33.493 -9.798  N89 1.550, H144 1.090, C170 1.554, H216 1.090
117 H 4.716 -42.207 5.557  C165 1.090
118 C -0.267 -49.019 -12.310  C82 1.568, H157 1.090, C208 1.595, H223 1.090
119 H 3.142 -36.787 -5.698  C103 1.090
120 H -1.101 -53.605 -12.034  C13 1.090
121 O 3.860 -33.288 4.088  S71 1.504
122 F -2.018 -36.607 -1.911  C142 1.363
123 H 11.985 -37.272 1.462  C233 1.090
124 O 3.959 -41.309 -15.631  S125 1.507
125 S 5.106 -42.266 -15.834  O29 1.467, O124 1.507, O154 1.463, C242 1.995
126 N 11.237 -45.869 -11.308  C149 1.567, C193 1.530, C215 1.606, C240 1.617
127 C 12.157 -42.448 -13.367  H164 1.090, H173 1.090, H202 1.090, C226 1.652
128 C -5.183 -40.136 -14.292  H60 1.090, C106 1.588, C112 1.623, H251 1.090
129 O -0.813 -38.948 -3.958  S51 1.473
130 H -2.102 -49.829 -10.386  C169 1.090
131 O 9.744 -41.217 -4.709  C230 1.210
132 O 4.825 -31.232 3.152  S71 1.480
133 H 11.987 -49.055 -12.633  C97 1.090
134 H 5.912 -38.668 9.289  C249 1.090
135 H 5.174 -42.070 3.849  C165 1.090
136 F 3.991 -42.816 -18.383  C242 1.386
137 C 12.017 -35.570 2.944  C33 1.625, H78 1.090, H171 1.090, C233 1.521
138 H 11.788 -45.333 -13.250  C215 1.090
139 C 13.537 -35.592 -8.706  H75 1.090, N89 1.567, H163 1.090, C246 1.583
140 H -3.361 -38.778 -20.303  C76 1.090
141 C 5.227 -36.258 -4.598  H109 1.090, H166 1.090, H201 1.090, O257 1.426
142 C -2.439 -36.975 -3.154  S51 1.910, F98 1.382, F122 1.363, F150 1.365
143 H -1.247 -51.030 -9.530  C169 1.090
144 H 12.068 -32.737 -10.046  C116 1.090
145 H -2.330 -38.963 -13.789  C175 1.090
146 N 3.470 -47.619 -2.630  C3 1.562, C57 1.497, H217 1.010, H256 1.010
147 H 5.599 -49.501 -2.816  C20 1.090
148 H 11.139 -35.174 -7.148  C189 1.090
149 C 11.616 -45.337 -9.884  H77 1.090, N126 1.567, H209 1.090, H228 1.090
150 F -1.663 -36.335 -4.076  C142 1.365
151 H 0.052 -41.852 -7.658  C41 1.090
152 H 9.295 -44.965 -11.461  C240 1.090
153 H -4.681 -37.961 -17.955  C17 1.090
154 O 5.215 -43.265 -14.772  S125 1.463
155 C 5.686 -39.393 3.976  C84 1.525, H178 1.090, H187 1.090, N247 1.553
156 H 7.277 -49.301 -5.337  C70 1.090
157 H 0.591 -48.420 -12.618  C118 1.090
158 H 13.456 -33.274 5.890  C184 1.090
159 C 9.316 -35.739 -11.601  H2 1.090, H15 1.090, H21 1.090, C68 1.522
160 H -0.799 -49.595 -14.349  C208 1.090
161 H 5.070 -46.400 -2.691  C57 1.090
162 H 14.339 -36.805 -10.363  C246 1.090
163 H 13.804 -34.932 -7.880  C139 1.090
164 H 13.195 -42.279 -13.078  C127 1.090
165 C 5.307 -41.638 4.840  H4 1.090, H117 1.090, H135 1.090, N247 1.554
166 H 4.494 -36.682 -3.912  C141 1.090
167 H 3.753 -41.591 2.534  C204 1.090
168 H -5.707 -52.906 -11.041  C114 1.090
169 C -1.248 -50.499 -10.482  C82 1.577, N111 1.571, H130 1.090, H143 1.090
170 C 13.780 -33.761 -10.984  H38 1.090, C116 1.554, H198 1.090, C203 1.624
171 H 11.069 -35.868 3.393  C137 1.090
172 H 0.336 -41.126 -9.261  C41 1.090
173 H 11.760 -41.440 -13.250  C127 1.090
174 H 13.915 -33.846 4.203  C184 1.090
175 C -3.244 -38.409 -14.003  C80 1.552, C106 1.547, H145 1.090, H186 1.090
176 H 8.281 -47.150 -12.704  C66 1.090
177 H -5.304 -38.169 -13.473  C106 1.090
178 H 5.547 -38.326 4.151  C155 1.090
179 O 0.554 -47.218 -3.136  C56 1.374, C213 1.382
180 H -2.785 -52.581 -10.009  C220 1.090
181 C 4.215 -40.360 -8.203  N85 1.568, H100 1.090, C101 1.536, H219 1.090
182 O 2.057 -41.325 -8.081  C41 1.445, C101 1.429
183 C 4.435 -39.516 6.168  H24 1.090, H188 1.090, C232 1.480, N247 1.602
184 C 13.287 -33.986 5.082  H45 1.090, H158 1.090, H174 1.090, N211 1.584
185 H 0.231 -50.752 -13.779  C208 1.090
186 H -3.176 -37.422 -13.545  C175 1.090
187 H 6.708 -39.639 4.266  C155 1.090
188 H 4.054 -38.534 5.889  C183 1.090
189 C 11.515 -34.399 -7.815  H12 1.090, N89 1.597, H148 1.090, H214 1.090
190 H 4.886 -39.190 -6.506  N85 1.010
191 C -3.791 -53.034 -12.053  C114 1.539, H197 1.090, H200 1.090, C220 1.590
192 H -2.629 -40.948 -15.350  C199 1.090
193 C 11.924 -47.224 -11.492  H30 1.090, H64 1.090, C97 1.516, N126 1.530
194 H 6.311 -38.819 6.414  C232 1.090
195 F 5.639 -44.292 -17.726  C242 1.389
196 H -2.013 -37.676 -20.528  C76 1.090
197 H -4.163 -52.388 -12.848  C191 1.090
198 H 14.188 -32.856 -11.436  C170 1.090
199 C -2.646 -40.482 -16.335  H74 1.090, H91 1.090, H192 1.090, N259 1.547
200 H -3.142 -53.815 -12.449  C191 1.090
201 H 4.941 -35.209 -4.675  C141 1.090
202 H 12.016 -42.780 -14.395  C127 1.090
203 C 15.027 -34.662 -10.467  H86 1.090, C170 1.624, C246 1.518, H258 1.090
204 C 3.361 -40.576 2.596  C8 1.497, C22 1.553, H105 1.090, H167 1.090
205 H 13.101 -31.696 3.788  C253 1.090
206 H -1.780 -38.716 -18.308  C245 1.090
207 H -3.623 -37.223 -15.809  C80 1.090
208 C -0.581 -50.120 -13.419  C54 1.571, C118 1.595, H160 1.090, H185 1.090
209 H 11.088 -45.942 -9.147  C149 1.090
210 H 1.009 -47.109 -5.000  C213 1.090
211 N 12.013 -33.392 4.350  C33 1.526, C184 1.584, C222 1.568, C253 1.518
212 H 11.147 -36.494 -9.475  C50 1.090
213 C 1.480 -47.533 -4.113  C3 1.551, H19 1.090, O179 1.382, H210 1.090
214 H 12.119 -33.745 -7.186  C189 1.090
215 C 11.925 -44.813 -12.302  N126 1.606, H138 1.090, C226 1.495, H234 1.090
216 H 13.513 -33.041 -9.096  C116 1.090
217 H 3.269 -48.607 -2.582  N146 1.010
218 H 9.162 -46.465 -10.456  C240 1.090
219 H 4.930 -39.908 -8.891  C181 1.090
220 C -2.966 -52.172 -11.003  H72 1.090, N111 1.530, H180 1.090, C191 1.590
221 H -4.694 -54.143 -10.469  C114 1.090
222 C 10.798 -34.004 5.129  H53 1.090, N211 1.568, C225 1.531, H236 1.090
223 H -1.163 -48.421 -12.469  C118 1.090
224 H -0.016 -45.513 -4.109  C56 1.090
225 C 10.477 -33.101 6.323  H1 1.090, C79 1.577, H96 1.090, C222 1.531
226 C 11.431 -43.403 -12.231  H16 1.090, C127 1.652, C215 1.495, H241 1.090
227 H 9.553 -34.237 -10.121  C68 1.090
228 H 12.686 -45.516 -9.779  C149 1.090
229 H 4.460 -39.997 0.872  C22 1.090
230 C 9.713 -42.338 -4.255  C59 1.511, O81 1.315, O131 1.210
231 F 1.694 -33.163 2.022  C6 1.358
232 C 5.584 -39.293 7.074  H108 1.090, C183 1.480, H194 1.090, C249 1.608
233 C 12.060 -36.189 1.555  H39 1.090, H92 1.090, H123 1.090, C137 1.521
234 H 12.959 -44.868 -11.961  C215 1.090
235 H 15.447 -36.377 -9.137  C246 1.090
236 H 9.852 -33.951 4.590  C222 1.090
237 F 3.665 -44.357 -16.865  C242 1.345
238 H 3.892 -37.686 -8.429  C239 1.090
239 C 3.513 -37.894 -7.429  N85 1.555, C103 1.581, H238 1.090, H250 1.090
240 C 9.625 -45.995 -11.323  C66 1.601, N126 1.617, H152 1.090, H218 1.090
241 H 11.652 -42.888 -11.297  C226 1.090
242 C 4.582 -43.486 -17.324  S125 1.995, F136 1.386, F195 1.389, F237 1.345
243 H 12.733 -31.405 6.303  C58 1.090
244 H -2.804 -50.470 -13.188  C54 1.090
245 C -2.663 -38.089 -18.430  C17 1.506, H25 1.090, C76 1.570, H206 1.090
246 C 14.659 -35.955 -9.761  C139 1.583, H162 1.090, C203 1.518, H235 1.090
247 N 4.639 -40.237 4.752  C8 1.550, C155 1.553, C165 1.554, C183 1.602
248 H 11.627 -42.015 -3.368  C59 1.090
249 C 5.250 -38.511 8.438  H23 1.090, H42 1.090, H134 1.090, C232 1.608
250 H 2.430 -38.004 -7.487  C239 1.090
251 H -6.234 -40.332 -14.083  C128 1.090
252 H -2.056 -38.191 -15.722  C80 1.090
253 C 12.112 -31.884 4.208  H7 1.090, C58 1.584, H205 1.090, N211 1.518
254 H 2.888 -45.872 -3.666  C3 1.090
255 H 9.810 -48.935 -13.407  C65 1.090
256 H 2.909 -47.366 -1.830  N146 1.010
257 O 5.188 -37.075 -5.766  C103 1.432, C141 1.426
258 H 15.682 -34.141 -9.769  C203 1.090
259 N -3.689 -39.339 -16.360  C17 1.608, C80 1.553, C112 1.502, C199 1.547
260 O 5.005 -33.405 1.917  S71 1.489
261 H 12.134 -36.036 -10.799  C50 1.090

As for the net charge: +4. For the calculated total energy, the calculation gives -6456.458815 a.u. Its spin multiplicity is 1. The LUMO energy comes out at -5.59 eV. As for the highest occupied orbital energy: -10.8 eV. For the orbital gap, the calculation gives 5.2 eV.